Run w
9
Properties=species:S:1:pos:R:3:lowdin_charge:R:1 method="wB97M-V/def2-TZVPD" charge=-1 homo_lumo_gap_ev="6.55 / 5.66" e_homo_ev="-2.08 / -1.25"
C 0.4674 -0.4981 -0.3993 -0.412
C -0.8743 0.0075 0.0939 -0.294
N 1.3133 0.5089 -0.7513 -0.189
O 1.4779 0.7730 -1.9783 -0.227
O -0.6748 0.7024 1.2817 -0.173
H 0.8450 -1.0130 0.4559 0.074
H 0.1143 -1.0914 -1.3711 0.119
H -1.3108 0.7976 -0.6188 0.058
H -0.8339 1.6374 1.2192 0.045

Run x
9
Properties=species:S:1:pos:R:3:lowdin_charge:R:1 method="wB97M-V/def2-TZVPD" charge=-1 homo_lumo_gap_ev=7.53 e_homo_ev=-3.44
O 1.6748 -0.1870 1.1564 -0.257
C 1.7473 0.2295 -0.0750 -0.607
N 0.8756 0.0238 -1.0688 -0.062
C -1.7942 -0.1006 0.2641 -0.203
O -2.7563 0.2846 -0.3097 -0.014
H 2.6213 0.8963 -0.3339 0.067
H 0.1528 -0.6731 -0.9017 -0.048
H -1.5794 -1.0225 0.8161 0.077
H -0.9417 0.5490 0.4526 0.047

Run y
9
Properties=species:S:1:pos:R:3:lowdin_charge:R:1 method="wB97M-V/def2-TZVPD" charge=-1 homo_lumo_gap_ev=7.27 e_homo_ev=-2.94 smiles="O=CNC[O-]"
O -2.2578 -0.5358 -0.9845 -0.093
C -1.1888 -0.5669 -0.3614 -0.450
N -0.2832 0.3974 -0.3179 0.032
C 1.0680 0.2298 0.4273 -0.542
O 1.8868 1.2263 0.1491 -0.325
H -0.8856 -1.4031 0.2853 0.115
H -0.3582 1.1475 -0.9815 0.115
H 0.6678 0.3478 1.4660 0.072
H 1.3511 -0.8430 0.3177 0.076

So which one is most stable? That would be run y, about 14.8 kcal/mol below the next structure.

Run w
9
Properties=species:S:1:pos:R:3:lowdin_charge:R:1 method="wB97M-V/def2-TZVPD" charge=-1 homo_lumo_gap_ev=8.27 e_homo_ev=-3.72 smiles="CNC(=O)[O-]"
C 1.0458 0.2391 0.0831 -0.225
N 0.0758 -0.5979 -0.6338 -0.078
C -1.3902 0.0032 -0.0763 -0.790
O -2.1017 -0.8118 0.4425 -0.032
O -1.4282 1.1806 -0.3672 -0.055
H 2.0618 -0.0630 -0.0517 0.039
H 0.8704 1.2109 -0.3473 0.053
H 0.8845 0.3561 1.1039 0.038
H -0.0182 -1.5172 -0.1532 0.050

Run x
9
Properties=species:S:1:pos:R:3:lowdin_charge:R:1 method="wB97M-V/def2-TZVPD" charge=-1 homo_lumo_gap_ev=8.79 e_homo_ev=-4.25
O -2.1025 0.6919 0.0426 -0.091
C -1.0745 0.3481 0.6740 -0.724
O -0.9802 0.3222 1.9053 -0.068
C 0.0633 -0.2304 -0.3513 -0.281
N 1.6146 -0.5487 -0.4420 -0.077
H -0.0790 0.4731 -1.1723 0.088
H -0.3691 -1.1056 -0.8264 0.096
H 2.0357 0.3790 -0.3518 -0.009
H 0.8917 -0.3296 0.5220 0.066

Run y
9
Properties=species:S:1:pos:R:3:lowdin_charge:R:1 method="wB97M-V/def2-TZVPD" charge=-1 homo_lumo_gap_ev=8.24 e_homo_ev=-3.55 smiles="NCC(=O)[O-]"
N -1.1037 0.6090 -0.6399 -0.034
C -0.3651 -0.4936 -0.0176 -0.252
C 1.1490 -0.2220 0.4019 -0.756
O 1.2989 -0.0262 1.6388 -0.126
O 1.9804 -0.1006 -0.5058 -0.092
H -1.2934 1.2306 0.1449 0.049
H -0.4690 1.1776 -1.1951 0.050
H -0.9036 -0.8182 0.8639 0.079
H -0.2935 -1.3566 -0.6910 0.082

So which one is most stable? That would be run y, about 7.5 kcal/mol below the next structure.